# 1
This record from OMol25 describes a molecular structure, C26H46IrO2P2 in a non-equilibrium geometry. The level of theory is the ωB97M-V functional and the def2-TZVPD basis.

Calculated values
LUMO level (spin up / spin down) (eV): -6.41 / -8.38
HOMO level (spin up / spin down) (eV): -12.38 / -13.82
Energy above the lowest of the compared OMol25 structures with the same formula, charge and spin (kcal/mol): 53.2
Frontier orbital gap (spin up / spin down) (eV): 5.96 / 5.43
M (g/mol): 644.8

```
! wB97M-V def2-TZVPD RIJCOSX def2/J DEFGRID3
* xyz 2 6
Ir -0.1380 -0.2289 -2.3589
C 1.3764 -1.8133 -0.0142
C 0.3971 -2.4712 -0.7798
C 1.6938 -1.1200 -2.2220
C 2.1257 -0.9437 -0.8435
C 0.5886 -2.1358 -2.1861
C 1.5898 -2.0664 1.4342
H 0.6411 -1.9429 1.9754
H 2.3392 -1.4009 1.9178
H 1.9236 -3.1059 1.6039
C 3.2476 -0.0946 -0.4312
H 4.1491 -0.6821 -0.2045
H 3.0038 0.4627 0.5021
H 3.4796 0.6197 -1.2245
C 2.4975 -0.8353 -3.4312
H 2.8871 -1.7737 -3.8407
H 3.3287 -0.1742 -3.1710
H 1.8854 -0.3458 -4.1986
C 0.1884 -2.9757 -3.3427
H 1.0474 -3.4916 -3.7833
H -0.2497 -2.3313 -4.1127
H -0.5570 -3.7125 -3.0358
C -0.5802 -3.4514 -0.2744
H -0.1004 -4.3923 0.0314
H -1.3184 -3.6761 -1.0548
H -1.1204 -3.0768 0.6128
C 0.2535 0.2242 4.1326
C -0.6901 -0.7395 4.2099
C -1.7765 -1.2945 3.3229
C -3.0729 -0.4040 3.2557
C -2.8662 0.7457 2.3849
C -1.5658 1.2268 2.2239
C -0.9627 2.2486 3.1343
C 0.3590 1.6408 3.6129
H -2.0708 -2.2787 3.7329
H -3.2984 -0.0331 4.2641
H -1.4140 -1.4985 2.3000
H 0.8067 2.2822 4.3881
H 1.1644 -0.0225 4.6955
H -0.5637 -1.4087 5.0827
H 1.0951 1.6591 2.7919
H -0.8121 3.2203 2.6374
H -0.8263 0.4662 1.9601
H -1.6141 2.4195 3.9986
H -3.9302 -1.0164 2.9387
H -3.7206 1.1421 1.8436
P -1.3877 1.4569 -0.0462
P -1.2901 0.5044 -3.9225
C -2.3617 0.6116 -1.4009
C -2.4055 1.3801 -2.7384
H -3.3805 0.4309 -1.0451
H -1.8851 -0.4119 -1.5109
H -3.4004 1.3691 -3.1847
H -2.0615 2.4152 -2.6329
C -0.6295 1.5255 -5.2441
H 0.4369 1.2735 -5.3570
H -0.7178 2.5920 -5.0114
H -1.1489 1.3020 -6.1901
C -2.3660 -0.7474 -4.7082
H -2.2874 -0.6877 -5.7984
H -3.4168 -0.6149 -4.4202
H -2.0384 -1.7467 -4.3898
C 0.2082 2.2676 -0.3888
H 0.6763 2.6043 0.5467
H 0.0276 3.1431 -1.0260
H 0.8944 1.5636 -0.8933
C -2.5032 2.9353 0.0786
H -3.5076 2.6892 -0.2945
H -2.0935 3.7457 -0.5311
H -2.6106 3.2922 1.1111
C 4.8336 1.0438 3.8612
C 3.6841 0.4937 3.0529
O 3.2006 1.2816 2.1731
O 3.3182 -0.6974 3.3069
H 5.7174 1.1077 3.2115
H 5.0691 0.3991 4.7118
H 4.6057 2.0578 4.2022
*
```

---

# 2
This record from OMol25 describes C6H8N4O in the gas phase in a non-equilibrium geometry. The level of theory is the ωB97M-V functional and the def2-TZVPD basis.

Calculated values
LUMO level (eV): 0.69
HOMO level (eV): -8.41
Energy above the lowest of the compared OMol25 structures with the same formula, charge and spin (kcal/mol): 0.0
Frontier orbital gap (eV): 9.10
M (g/mol): 152.2

```
! wB97M-V def2-TZVPD RIJCOSX def2/J DEFGRID3
* xyz 0 1
H -3.2285 -1.7155 -0.9737
N -2.4204 -2.1557 -1.4569
C -1.3775 -1.5296 -1.0584
N -0.1208 -1.8908 -1.5336
N -1.3319 -0.5172 -0.1228
C -0.2383 0.2644 0.3836
N -0.5287 0.6195 1.6663
C 0.3403 1.3726 2.2530
C 1.5538 1.7776 1.6798
C 1.8447 1.4615 0.3492
C 0.8457 0.6984 -0.3005
O 0.9223 0.7919 -1.6436
H 0.6483 -2.0054 -0.8926
H -0.2494 -2.5172 -2.2948
H -2.1946 -0.4151 0.4573
H 0.0730 1.6030 3.3021
H 2.2678 2.3185 2.2559
H 2.8105 1.8268 -0.1055
H 0.3838 0.0122 -1.9648
*
```

---

# 3
This record from OMol25 describes 2 unconnected molecules or ions with the total composition C17H18INO6 in a non-equilibrium geometry. The level of theory is the ωB97M-V functional and the def2-TZVPD basis.

Calculated values
LUMO level (eV): -0.74
HOMO level (eV): -9.35
Frontier orbital gap (eV): 8.61
M (g/mol): 459.2

```
! wB97M-V def2-TZVPD RIJCOSX def2/J DEFGRID3
* xyz 0 1
C -0.0887 -1.9791 3.3359
C -0.1670 -1.6669 2.1837
C -0.1755 -1.1322 0.8364
C -1.5013 -1.3304 0.0772
O -2.0456 -2.3537 -0.2006
O -2.0344 -0.1246 -0.2429
C -1.4853 0.8796 0.6602
C -2.3507 0.7730 1.9343
I -2.4005 2.6643 2.9902
C -3.8028 0.3625 1.6147
C -4.7937 0.5262 2.7779
C -0.0321 0.3822 0.7015
C 1.0825 1.0956 1.5076
C 0.8485 2.5076 1.9307
O 1.0862 2.8935 3.0453
O 0.4232 3.3598 0.9565
H 0.2415 -2.3083 4.2926
H 0.6236 -1.6201 0.2775
H -1.5358 1.8490 0.1806
H -1.9621 0.0316 2.6254
H -3.8220 -0.6968 1.3753
H -4.1642 0.9210 0.7553
H -5.5719 -0.2239 2.6397
H -4.3229 0.2969 3.7304
H -5.2635 1.5012 2.7928
H 0.2814 0.5218 -0.3342
H 1.9450 1.1427 0.8408
H 1.3958 0.4945 2.3531
H 0.9146 4.1803 1.0966
O 5.1334 -1.3493 -1.3900
N 3.9976 -1.7508 -1.5269
O 3.4476 -2.5408 -0.7855
C 3.2221 -1.2337 -2.6656
C 3.8190 -0.3459 -3.5407
C 3.0849 0.1248 -4.6176
C 1.7726 -0.2910 -4.8025
C 1.1875 -1.1775 -3.9079
C 1.9171 -1.6561 -2.8319
H 4.8388 -0.0248 -3.3910
H 3.5381 0.8159 -5.3144
H 1.2044 0.0763 -5.6467
H 0.1650 -1.4990 -4.0498
H 1.4653 -2.3499 -2.1379
*
```

---

# 4
This record from OMol25 describes C4H7NO2 in the gas phase in a non-equilibrium geometry. The level of theory is the ωB97M-V functional and the def2-TZVPD basis.

Calculated values
LUMO level (spin up / spin down) (eV): -0.07 / 0.75
HOMO level (spin up / spin down) (eV): -7.29 / -7.65
Energy above the lowest of the compared OMol25 structures with the same formula, charge and spin (kcal/mol): 109.5
Frontier orbital gap (spin up / spin down) (eV): 7.23 / 8.40
M (g/mol): 101.1

```
! wB97M-V def2-TZVPD RIJCOSX def2/J DEFGRID3
* xyz 0 1
C -0.8135 0.6306 1.3541
C -0.0485 2.3982 0.2477
C 0.8411 -1.3041 -1.3267
C -0.4460 -0.4106 0.4498
O -0.9618 1.9116 1.0255
O -0.8607 -1.6391 0.8995
N 0.3087 -0.2004 -0.5623
H -0.4055 -2.3381 0.4136
H -1.3074 0.3666 2.2763
H 0.8952 1.9614 -0.0260
H -0.1925 3.3923 -0.1400
H 1.4429 -0.8867 -2.1331
H 0.0478 -1.9286 -1.7549
H 1.5000 -1.9532 -0.7236
*
```

---

# 5
This record from OMol25 describes C2H4N2S2 in the gas phase in a non-equilibrium geometry. The level of theory is the ωB97M-V functional and the def2-TZVPD basis.

Calculated values
LUMO level (eV): -0.71
HOMO level (eV): -8.65
Energy above the lowest of the compared OMol25 structures with the same formula, charge and spin (kcal/mol): 0.0
Frontier orbital gap (eV): 7.93
M (g/mol): 120.2

```
! wB97M-V def2-TZVPD RIJCOSX def2/J DEFGRID3
* xyz 0 1
N 0.4034 -1.7275 -0.0081
C 0.6419 -0.4245 -0.0011
S 2.1537 0.2334 0.0019
C -0.6424 0.4294 0.0006
N -0.3982 1.7403 -0.0030
S -2.1529 -0.2420 0.0025
H 1.1774 -2.3904 0.0233
H -0.5795 -2.0653 -0.0058
H -1.1910 2.4112 -0.0099
H 0.5477 2.0628 0.0026
*
```

---

# 6
This record from OMol25 describes a molecular structure, C22H44Br16ClGaIOS in a non-equilibrium geometry. The level of theory is the ωB97M-V functional and the def2-TZVPD basis.

Calculated values
LUMO level (eV): 1.44
HOMO level (eV): -5.06
Frontier orbital gap (eV): 6.50
M (g/mol): 1867.2

```
! wB97M-V def2-TZVPD RIJCOSX def2/J DEFGRID3
* xyz -1 1
S 3.5015 -0.7449 -1.7966
Ga 3.5650 -2.2398 -0.0615
Cl 2.8041 -4.2748 -0.7829
C 5.4119 -2.5981 0.7024
C 6.6373 -1.8838 0.1078
C 7.0380 -0.6182 0.8628
I 6.4969 1.2270 -0.0682
C 2.3528 -1.7175 1.4762
C 0.8997 -1.6197 1.0743
C 0.5295 -0.3932 0.0555
O 0.4787 -1.9873 -0.1236
H 4.7516 -0.7847 -2.2713
H 5.3913 -2.3428 1.7631
H 5.5904 -3.6692 0.6603
H 6.5434 -1.6854 -0.9546
H 7.5044 -2.5389 0.2153
H 8.1092 -0.5665 0.9972
H 6.5956 -0.6067 1.8500
H 2.6013 -0.7604 1.9246
H 2.3989 -2.5356 2.2011
H 0.1556 -1.7756 1.8550
H -0.3337 -0.1590 0.7483
H -0.0949 -0.2312 -0.8173
Br 1.8203 -7.2447 2.3159
C 2.2110 -8.8336 1.2687
C 2.9190 -8.5060 -0.0194
Br 1.7216 -7.7479 -1.3392
H 1.2642 -9.3349 1.0983
H 2.8441 -9.4521 1.9013
H 3.3172 -9.4145 -0.4664
H 3.7186 -7.7843 0.1179
Br 5.8981 4.9657 -1.8690
C 7.3429 4.9155 -0.5711
C 7.2054 6.0001 0.4597
Br 7.7027 7.7453 -0.2522
H 8.2696 4.9853 -1.1304
H 7.2736 3.9371 -0.1013
H 7.8810 5.8235 1.2929
H 6.1896 6.0943 0.8278
Br -3.2460 0.0121 1.2218
C -4.2209 0.7998 -0.2621
C -3.3013 1.1737 -1.3916
Br -2.2919 2.7888 -1.0060
H -4.7655 1.6500 0.1364
H -4.9263 0.0337 -0.5763
H -3.8783 1.3952 -2.2872
H -2.5756 0.3963 -1.6083
Br -7.6184 -1.0581 2.1364
C -6.1834 -0.8261 3.4402
C -6.5229 0.2428 4.4434
Br -6.3176 2.0208 3.6857
H -5.2763 -0.6017 2.8887
H -6.0828 -1.7948 3.9243
H -5.8309 0.1992 5.2811
H -7.5427 0.1729 4.8106
Br 5.8533 -3.8437 -2.9180
C 4.7038 -3.1714 -4.3245
C 5.4564 -2.9238 -5.6026
Br 6.5382 -1.3051 -5.5133
H 4.2277 -2.2793 -3.9267
H 3.9481 -3.9400 -4.4716
H 4.7632 -2.7626 -6.4251
H 6.1350 -3.7332 -5.8499
Br -10.5745 0.4559 6.0715
C -11.6546 0.5944 4.4571
C -10.8018 0.6444 3.2191
Br -9.9597 2.3777 2.9871
H -12.2731 1.4776 4.5727
H -12.2820 -0.2938 4.4507
H -11.4134 0.4949 2.3315
H -10.0045 -0.0890 3.2344
Br 2.4373 8.6056 -1.2091
C 3.4873 9.7563 -2.3700
C 4.8952 9.9291 -1.8683
Br 4.9807 11.1333 -0.3420
H 2.9549 10.6988 -2.4397
H 3.4933 9.2659 -3.3405
H 5.5177 10.3845 -2.6349
H 5.3410 8.9927 -1.5480
Br -9.9684 0.7788 -1.1016
C -9.6361 -0.8558 -2.1016
C -8.4380 -1.5999 -1.5792
Br -6.7777 -0.7559 -2.1289
H -9.5222 -0.5705 -3.1417
H -10.5363 -1.4549 -1.9858
H -8.4025 -2.6047 -1.9936
H -8.4153 -1.6533 -0.4958
*
```